Entry 1:
{"formula": "C6H9N", "method": "ωB97M-V with the def2-TZVPD basis set", "e_lumo_ha": 0.0379, "smiles": "CC#CCN1CC1", "mol_weight_g_mol": 95.1, "homo_lumo_gap_ha": 0.36787, "homo_energy_ev": -8.98, "species": ["C", "C", "C", "C", "N", "C", "C", "H", "H", "H", "H", "H", "H", "H", "H", "H"], "coordinates": [[2.5405, 0.8414, 0.1504], [1.5735, -0.0017, -0.5513], [0.6791, -0.7088, -0.9489], [-0.6103, -1.4103, -0.8764], [-1.4266, -0.9127, 0.2529], [-2.1524, 0.3311, 0.0850], [-0.9906, 0.2557, 0.9970], [2.8767, 1.6858, -0.4549], [3.4058, 0.2515, 0.4619], [2.0806, 1.2527, 1.0621], [-1.1934, -1.3322, -1.8005], [-0.4345, -2.4782, -0.7092], [-3.1704, 0.3562, 0.4668], [-1.9863, 0.8863, -0.8412], [-0.1164, 0.7809, 0.6262], [-1.0754, 0.2023, 2.0800]], "forces_ev_per_angstrom": [[0.163, 0.051, -0.030], [-0.291, -0.344, -0.168], [0.354, 0.369, 0.322], [0.053, -0.067, -0.115], [-0.053, -0.104, 0.038], [-0.215, 0.199, -0.095], [0.042, 0.136, 0.172], [0.036, -0.116, 0.006], [-0.004, 0.123, -0.075], [0.067, -0.145, -0.256], [0.117, 0.057, 0.098], [0.013, 0.152, -0.004], [0.125, -0.086, -0.116], [-0.060, -0.083, 0.158], [-0.161, -0.128, 0.254], [-0.187, -0.015, -0.189]], "lowdin_charge": [-0.0995, -0.1041, -0.0303, -0.1964, -0.1031, -0.1487, -0.1553, 0.0762, 0.0781, 0.0806, 0.1132, 0.1103, 0.0976, 0.1106, 0.0656, 0.1051]}

***

Entry 2:
{"formula": "C24H29AsN3RuS", "method": "ωB97M-V with the def2-TZVPD basis set", "e_lumo_ha": [-0.4482, -0.4358], "mol_weight_g_mol": 567.6, "homo_lumo_gap_ha": [0.15086, 0.15154], "homo_energy_ev": [-16.30, -15.98], "charge": 3, "species": ["Ru", "N", "C", "C", "C", "C", "C", "C", "C", "C", "C", "C", "C", "C", "H", "H", "H", "H", "H", "H", "H", "H", "H", "H", "C", "As", "C", "C", "C", "C", "C", "C", "C", "C", "H", "H", "H", "H", "H", "H", "H", "H", "H", "H", "H", "H", "H", "S", "C", "N", "C", "C", "N", "H", "H", "H", "H", "H", "H"], "coordinates": [[-0.1603, 0.4804, -0.5469], [-0.6718, -1.2478, -1.9478], [0.3478, -2.1922, -2.2866], [0.0748, -3.5576, -2.2398], [0.9883, -4.4718, -2.7401], [2.1951, -4.0235, -3.2784], [2.4965, -2.6727, -3.2785], [1.5988, -1.7331, -2.7712], [1.9705, -0.3182, -2.6947], [2.8513, 0.2751, -3.6152], [3.1919, 1.6127, -3.5179], [2.6891, 2.4190, -2.5010], [1.8315, 1.8560, -1.5659], [1.4903, 0.5117, -1.6759], [-1.4949, -1.7474, -1.5940], [-0.9429, -0.7177, -2.7861], [-0.8748, -3.9103, -1.8601], [0.7515, -5.5256, -2.7297], [2.9000, -4.7253, -3.6991], [3.4539, -2.3354, -3.6461], [3.2357, -0.3103, -4.4372], [3.8602, 2.0444, -4.2513], [2.9612, 3.4625, -2.4327], [1.4863, 2.4622, -0.7051], [2.5201, 0.7332, 2.3067], [0.6990, 0.2416, 1.7890], [0.5984, -1.5777, 2.4742], [-0.5552, 1.2171, 3.0505], [-0.2287, 1.0043, 4.4728], [-0.8798, -0.0108, 5.2005], [-0.7459, -0.0835, 6.5676], [0.0990, 0.8124, 7.2327], [0.7651, 1.8153, 6.5230], [0.6413, 1.8800, 5.1533], [2.7140, 0.4351, 3.3408], [2.6980, 1.8044, 2.1974], [3.2298, 0.2024, 1.6630], [0.8644, -1.5983, 3.5343], [1.3077, -2.2006, 1.9232], [-0.4079, -1.9828, 2.3377], [-1.5445, 0.8130, 2.8041], [-0.5136, 2.2755, 2.7769], [-1.5404, -0.6963, 4.6895], [-1.2827, -0.8354, 7.1241], [0.2723, 0.6966, 8.2924], [1.3872, 2.5263, 7.0459], [1.1766, 2.6413, 4.6031], [-2.4063, 1.2024, -0.2787], [-3.3016, 1.1623, -1.7398], [-2.7302, 1.2743, -2.9456], [-3.7451, 1.2950, -4.0032], [-5.0531, 1.0380, -3.2271], [-4.6004, 0.9798, -1.8398], [-1.8311, 1.7231, -3.0780], [-3.5308, 0.5107, -4.7296], [-3.7429, 2.2544, -4.5251], [-5.5368, 0.0972, -3.5038], [-5.7788, 1.8433, -3.3618], [-5.2480, 0.8694, -1.0716]], "forces_ev_per_angstrom": [[0.960, -1.574, -1.764], [-0.081, 0.742, 1.466], [0.800, -0.725, -0.348], [-0.130, 0.539, -0.012], [0.310, 0.192, -0.064], [-0.080, 0.085, -0.008], [-0.028, -0.262, -0.063], [-0.450, 0.304, 0.225], [0.286, -0.854, -1.121], [-0.115, -0.353, 0.231], [0.177, -0.334, -0.315], [-0.643, 0.417, 1.063], [1.029, 1.201, -0.408], [-2.483, 0.956, 2.340], [0.189, 0.256, -0.218], [-0.084, -0.129, 0.357], [-0.112, 0.003, 0.009], [0.006, -0.046, 0.011], [0.036, -0.065, 0.058], [0.085, -0.057, -0.021], [0.036, -0.027, -0.040], [-0.019, 0.000, -0.061], [0.090, 0.027, -0.034], [0.037, -0.167, -0.419], [0.321, 0.176, -0.624], [0.278, -1.028, 1.092], [-0.027, -0.210, -0.429], [-0.617, 0.520, -0.408], [0.461, -0.289, 0.393], [-0.048, 0.382, -0.320], [0.419, 0.126, 0.239], [-0.003, -0.088, -0.313], [0.038, -0.391, 0.220], [-0.383, -0.044, -0.353], [-0.384, -0.024, -0.103], [-0.130, -0.077, 0.010], [-0.205, 0.037, 0.059], [-0.043, 0.205, -0.156], [-0.061, 0.081, 0.041], [0.121, 0.106, 0.038], [0.215, 0.109, -0.061], [0.003, -0.197, -0.070], [-0.119, -0.063, -0.058], [-0.007, -0.090, 0.061], [-0.157, 0.143, 0.103], [0.084, -0.013, 0.021], [-0.023, 0.150, -0.053], [0.499, 0.535, 0.306], [0.068, -0.424, -0.201], [0.210, 0.073, 0.048], [-0.162, -0.045, -0.579], [-0.475, 0.056, -0.551], [0.249, 0.176, 0.207], [-0.282, -0.011, 0.202], [-0.105, 0.068, 0.023], [-0.033, -0.085, 0.132], [0.142, 0.123, 0.034], [0.092, -0.091, 0.067], [0.245, -0.023, 0.118]], "lowdin_charge": [0.7354, 0.0539, -0.2277, 0.0020, -0.0042, -0.0056, 0.0159, -0.1166, -0.1431, 0.0290, 0.0238, -0.0125, -0.1211, -0.2190, 0.1202, 0.1174, 0.1264, 0.1325, 0.1318, 0.1284, 0.1338, 0.1421, 0.1329, 0.1128, -0.2354, 1.1545, -0.2538, -0.2802, -0.3107, -0.0417, -0.0332, -0.0066, -0.0335, -0.0335, 0.0573, 0.0440, 0.0468, 0.0526, 0.0445, 0.0437, 0.0702, 0.0911, 0.1180, 0.1227, 0.1256, 0.1240, 0.1189, 0.6881, -0.7674, 0.0194, -0.0859, -0.0751, 0.0767, 0.1442, 0.1301, 0.1391, 0.1395, 0.1417, 0.1756]}

***

Entry 3:
{"formula": "C8H20N5", "method": "ωB97M-V with the def2-TZVPD basis set", "e_lumo_ha": [-0.2385, -0.2384], "smiles": "[H]/N=[NH+]/C(=N/[H])N(C)N(CCC)CCC", "mol_weight_g_mol": 186.3, "homo_lumo_gap_ha": [0.21653, 0.21660], "homo_energy_ev": [-12.38, -12.38], "charge": 1, "species": ["H", "N", "N", "C", "N", "H", "N", "C", "N", "C", "C", "C", "C", "C", "C", "H", "H", "H", "H", "H", "H", "H", "H", "H", "H", "H", "H", "H", "H", "H", "H", "H", "H"], "coordinates": [[-3.7406, -0.5198, 0.0121], [-3.1138, -1.0539, -0.6148], [-1.8640, -0.9232, -0.5085], [-1.0496, -1.4984, -1.4281], [-1.4263, -2.0374, -2.4700], [-0.6969, -2.5048, -2.9026], [0.3706, -1.4120, -0.9071], [1.3483, -2.2644, -1.5272], [0.7229, -0.3642, -0.0437], [1.4160, -0.7054, 1.0926], [1.0729, 0.0054, 2.4093], [-0.4463, 0.0284, 2.8202], [0.7269, 1.0368, -0.6163], [-0.5361, 1.9116, -0.3996], [-0.2619, 3.2524, -1.0411], [-1.4058, -0.2597, 0.1721], [0.8794, -3.3243, -1.7480], [1.5340, -2.0722, -2.5330], [2.1330, -2.3065, -0.8567], [2.5400, -0.6203, 0.9714], [1.2346, -1.8184, 1.2443], [1.6222, -0.5517, 3.2834], [1.4086, 0.9539, 2.4424], [-1.1673, 0.5694, 2.1681], [-0.8413, -1.0230, 3.2098], [-0.4596, 0.6542, 3.6465], [0.6865, 1.0844, -1.7283], [1.5951, 1.5895, -0.3618], [-1.1975, 1.3191, -0.9612], [-0.7398, 2.0792, 0.7247], [0.6578, 3.2685, -1.6775], [-1.0043, 3.5966, -1.6760], [0.0022, 3.9102, -0.1953]], "forces_ev_per_angstrom": [[1.098, 0.029, 0.507], [1.780, -0.295, -0.704], [-5.166, 2.316, 2.066], [6.527, -0.648, 0.634], [-2.502, 0.258, 0.484], [1.673, -0.953, -1.549], [-3.608, 0.350, -0.665], [-3.283, -2.525, -0.469], [-2.900, 1.970, -3.270], [2.604, -2.306, 2.746], [-1.799, -4.169, 1.245], [0.096, -2.465, -0.505], [-0.645, -0.503, -0.919], [1.952, -0.157, 2.248], [2.591, 0.051, 1.113], [0.083, -0.731, -0.088], [0.770, 1.533, 1.412], [1.191, 1.452, -1.685], [1.994, -0.395, 0.734], [-0.859, -0.007, -0.021], [0.180, 1.271, -0.050], [-0.875, 0.950, -1.758], [1.290, 3.348, -0.139], [0.489, -0.801, -0.182], [0.687, 2.181, -1.202], [-0.171, 1.027, 1.984], [0.766, -1.110, 0.515], [1.104, 0.193, 0.692], [-2.036, -0.120, -0.264], [-0.269, -0.646, -1.873], [-0.542, -0.382, 0.414], [-1.723, 0.950, -0.707], [-0.497, 0.334, -0.745]], "lowdin_charge": [0.1436, 0.3159, 0.0811, -0.3719, 0.2540, 0.0402, -0.0827, -0.0180, -0.1660, -0.2400, -0.1963, -0.0998, -0.1274, -0.2539, -0.0874, 0.1463, 0.1433, 0.0685, 0.0658, 0.1390, 0.1512, 0.1559, 0.0543, 0.0402, 0.1236, 0.0344, 0.1347, 0.1119, 0.0626, 0.1289, 0.0966, 0.0545, 0.0968]}

***

Entry 4:
{"formula": "C2H9NO2", "method": "ωB97M-V with the def2-TZVPD basis set", "e_lumo_ha": 0.0251, "smiles": "CNCO.O", "mol_weight_g_mol": 79.1, "homo_lumo_gap_ha": 0.34799, "homo_energy_ev": -8.79, "species": ["C", "N", "C", "O", "H", "H", "H", "H", "H", "H", "H", "O", "H", "H"], "coordinates": [[0.3246, 1.0450, -1.3583], [0.0522, -0.3708, -1.2032], [1.0709, -1.1349, -0.5888], [1.1986, -0.9913, 0.8170], [1.1674, 1.1658, -2.0351], [-0.5362, 1.5613, -1.7872], [0.5588, 1.5418, -0.4024], [-0.8619, -0.5074, -0.7907], [2.0182, -0.7876, -1.0132], [0.9125, -2.1739, -0.8653], [0.6151, -1.6363, 1.2358], [-2.1265, 0.8273, 2.2706], [-1.7927, 1.3538, 3.0061], [-2.6008, 0.1070, 2.7150]], "forces_ev_per_angstrom": [[0.040, 0.274, 0.515], [-0.738, 0.394, -0.470], [0.298, 0.117, -0.336], [-0.055, -0.238, 0.362], [0.090, 0.106, -0.064], [0.045, -0.160, -0.049], [0.029, -0.028, -0.191], [0.106, -0.186, 0.060], [-0.021, -0.201, 0.058], [0.109, -0.304, 0.164], [0.108, 0.249, -0.023], [-0.214, -0.318, 0.400], [0.063, 0.044, -0.156], [0.140, 0.250, -0.271]], "lowdin_charge": [-0.1340, -0.1201, -0.3349, -0.0587, 0.0729, 0.0760, 0.0794, 0.1049, 0.1212, 0.1133, 0.0783, -0.0678, 0.0335, 0.0360]}

***

Computed energy relative to the best compared isomer or geometry (same formula, charge and spin) (kcal/mol) in order:
82.7 44.6 142.1 5.8